[1]
# C10H30AlO22S3Y

A structure of composition C10H30AlO22S3Y at a distorted geometry (the ωB97M-V functional and the def2-TZVPD basis, the Open Molecules 2025 dataset).

```
67
Properties=species:S:1:pos:R:3:forces:R:3:mulliken_spin:R:1
Y -3.1140 -0.1064 -0.7833 0.974 2.060 -0.845 0.0002
Al -1.6808 3.3948 1.9456 0.114 -0.880 -1.363 -0.0017
S -0.3022 0.4785 -0.2540 0.006 2.524 2.004 -0.0103
O -1.3042 -0.0554 0.6051 -2.233 -2.786 4.444 0.0042
O -1.0285 0.4229 -1.4651 -1.089 -1.011 -6.849 -0.0003
O -0.1805 1.8784 0.0947 1.744 1.652 1.131 0.0006
O 0.9111 -0.2882 -0.1926 1.472 0.080 -0.255 0.0007
S -3.6750 2.5405 -1.7844 -5.886 3.407 -0.277 -0.0009
O -4.8654 3.4297 -1.6723 1.668 -1.075 0.523 -0.0001
O -2.7088 3.0695 -2.6382 3.550 2.105 -2.379 0.0000
O -3.1311 2.1578 -0.4874 1.323 -0.498 3.666 0.0004
O -4.1009 1.2512 -2.3207 -1.061 -3.624 -0.874 0.0001
S -3.7226 0.0282 2.6606 -0.903 -0.056 -2.122 -0.0864
O -5.1524 0.1332 2.9695 -0.323 -0.137 1.416 0.4579
O -3.0387 1.2308 3.0250 0.687 2.104 0.395 0.2724
O -3.0681 -1.0535 3.3297 0.101 -1.739 1.488 0.3736
O -3.6912 -0.2159 1.2170 -0.989 -0.231 0.245 -0.0103
C 3.3006 -2.7001 -0.5798 0.247 -1.008 -0.975 0.0000
C 2.0242 -3.5253 -0.7943 0.367 -0.066 0.881 0.0000
O 0.9347 -2.8582 -0.2154 -0.792 -1.160 0.310 -0.0001
O 3.0444 -1.4469 -1.1323 0.456 0.104 -0.228 0.0000
H 4.0886 -3.1779 -1.1619 0.265 0.004 -0.016 0.0000
H 3.6722 -2.5697 0.4365 -0.379 -0.468 0.404 0.0000
H 2.0325 -4.5076 -0.3219 0.332 -0.078 0.156 0.0000
H 1.8850 -3.7101 -1.8594 0.027 0.265 -0.298 0.0000
H 0.8382 -1.9469 -0.5014 -0.164 0.311 -0.280 0.0000
H 2.2692 -1.1854 -0.6301 0.089 1.211 -0.389 0.0000
C 0.4933 4.2009 -2.8237 1.185 -0.956 2.507 0.0000
C -0.1309 5.2263 -1.8314 -0.160 -0.269 -0.591 0.0000
O -1.1282 4.6114 -1.0055 0.987 0.751 0.315 -0.0002
O 0.9618 3.0230 -2.0662 -0.591 1.143 -1.432 0.0000
H 1.4798 4.4842 -3.1907 -0.441 0.899 -0.602 0.0000
H -0.2320 3.9941 -3.6106 0.059 -0.407 0.006 0.0000
H -0.6020 6.0103 -2.4241 -0.110 0.228 -0.179 0.0000
H 0.5812 5.7395 -1.1852 0.230 -0.447 0.072 0.0000
H -1.8424 4.3831 -1.6050 -0.539 -0.672 -0.306 0.0000
H 0.3418 2.8501 -1.3540 -0.492 -0.113 0.263 0.0000
C 3.8863 1.3329 0.6784 0.295 -1.564 -4.066 0.0000
C 4.7031 1.5675 1.8883 -1.454 1.824 -0.411 0.0000
O 3.8827 1.3783 2.9893 0.038 -0.617 1.973 0.0000
O 2.8477 2.2366 0.2713 0.952 0.598 1.635 0.0000
H 3.5082 0.3298 0.4813 -0.142 -0.362 1.153 0.0000
H 4.5893 1.3210 -0.1545 0.545 0.454 -0.334 0.0000
H 4.9147 2.6350 1.8269 0.629 0.423 0.045 0.0000
H 5.6617 1.0500 1.9254 -0.399 -0.474 0.075 0.0000
H 3.0001 1.6391 2.7159 -0.188 -0.037 0.040 0.0000
H 2.0419 1.7568 0.0659 -0.120 -0.109 0.052 -0.0001
C 1.0843 -3.3928 3.5771 2.287 0.648 -0.651 0.0001
C 0.4288 -2.1804 2.9145 0.506 -0.033 -0.939 0.0027
O 1.3787 -1.1757 2.4737 0.263 -0.629 1.621 0.0000
O 1.9600 -3.0309 4.6659 -1.187 -0.112 0.598 0.0000
H 1.8459 -3.7810 2.9008 -0.445 -0.232 -1.013 -0.0001
H 0.4397 -4.2502 3.7708 -0.338 0.472 0.661 0.0000
H -0.2564 -1.6605 3.5841 -0.270 -0.247 -0.133 -0.0044
H -0.0149 -2.5994 2.0113 -0.712 0.247 0.147 0.0010
H 1.4340 -1.0680 1.5214 -0.500 -0.317 -0.159 -0.0002
H 2.2987 -2.1835 4.3679 0.318 0.317 0.089 0.0000
C -2.5180 -2.3622 -2.7649 -1.112 0.216 -0.385 0.0000
C -3.2705 -3.0800 -1.6477 0.419 0.042 0.502 -0.0001
O -2.9974 -2.4311 -0.3938 0.343 -0.182 -0.141 0.0015
O -3.3441 -1.1364 -2.9483 1.313 -1.986 -0.008 0.0000
H -2.4732 -2.9480 -3.6830 -0.560 -0.107 -0.031 0.0000
H -1.4691 -2.1159 -2.5995 -0.083 0.264 0.734 0.0000
H -3.0167 -4.1253 -1.4712 -0.116 -0.071 -0.772 0.0000
H -4.3361 -2.8805 -1.7603 -0.095 -0.792 -0.794 0.0000
H -3.0261 -3.1084 0.2858 0.146 0.473 0.453 -0.0003
H -3.3423 -0.9276 -3.8853 -0.066 0.729 0.096 0.0000
```
Forces are in eV/Å.

Output
multiplicity = 2
HOMO energy (spin up / spin down) = -0.222 / -0.222 hartree
expectation value of S² = 0.76
charge = -1

***

[2]
# C10H30ClO9S5

A cluster of 6 separate species, C10H30ClO9S5 in total at a distorted geometry (the ωB97M-V functional and the def2-TZVPD basis, the Open Molecules 2025 dataset).

```
55
Properties=species:S:1:pos:R:3:forces:R:3:lowdin_charge:R:1
Cl -0.0833 -1.4340 2.0698 4.445 0.280 1.560 0.6013
O 0.2169 -1.5363 3.4720 -1.448 -0.227 0.679 -0.3541
O 1.0768 -2.0052 1.4340 1.209 0.226 -1.425 -0.4011
O -1.1461 -2.2157 1.6070 -3.192 -0.614 -0.219 -0.3423
O -0.1869 -0.0311 1.7716 -0.917 0.331 -0.832 -0.3719
C 0.2884 -1.1597 -1.9119 -0.519 0.527 -0.031 -0.2403
S 1.8149 -0.1101 -2.1507 -0.507 1.737 -1.049 0.8620
O 1.5119 0.9524 -3.2559 0.114 -1.955 1.961 -0.6102
C 1.9122 0.8082 -0.5582 -0.404 -0.576 -0.134 -0.2489
H -0.6238 -0.6417 -1.6157 0.275 0.784 0.119 0.0437
H 0.3439 -1.9649 -1.1792 0.802 0.071 0.000 0.0170
H 0.0337 -1.5537 -2.8958 0.495 -0.095 -0.128 0.0345
H 2.0598 0.0552 0.2159 -0.466 -0.135 0.063 0.0166
H 0.9905 1.3720 -0.4145 -0.018 -0.239 0.070 0.0292
H 2.7478 1.5005 -0.4550 0.128 -0.041 -0.804 0.0420
C -3.4679 -0.3969 0.5387 -0.040 0.693 -0.842 -0.2503
S -4.7179 0.9020 0.8527 0.556 1.561 0.119 0.8482
O -3.9650 2.1895 1.1840 -0.888 -1.470 -0.513 -0.5761
C -5.5752 1.1942 -0.7633 0.163 -0.416 0.181 -0.2647
H -3.5960 -1.1553 1.3111 0.208 0.008 -0.331 0.0432
H -2.4794 0.0621 0.5577 -0.049 0.180 0.710 0.0212
H -3.5047 -0.7527 -0.4909 -0.559 -0.479 0.110 0.0479
H -4.9750 1.5101 -1.6165 0.425 0.049 0.327 0.0486
H -6.3193 1.9620 -0.5515 0.135 0.016 0.138 0.0372
H -6.1076 0.2874 -1.0502 0.008 -0.147 0.155 0.0375
C -0.7922 3.9628 -2.1621 -1.130 -0.396 -0.608 -0.2991
S -0.1666 4.4445 -0.5643 -1.174 0.440 1.241 0.8387
O -0.8377 5.7711 -0.2087 0.655 -1.428 -0.475 -0.5991
C -1.0839 3.1046 0.4326 0.754 0.027 -0.717 -0.2192
H -0.5913 4.6931 -2.9459 0.493 0.022 0.255 0.0492
H -1.8784 3.8843 -2.1153 -0.179 0.199 0.287 0.0479
H -0.4696 2.9625 -2.4510 0.578 0.079 0.048 0.0363
H -0.3655 2.5553 1.0411 0.054 0.602 0.515 0.0195
H -1.4801 2.2857 -0.1678 -0.243 0.420 -0.543 0.0258
H -1.9026 3.5759 0.9764 0.306 0.036 0.000 0.0407
C 5.8378 1.9005 2.1945 -0.861 0.029 -0.094 -0.2554
S 4.1828 2.6212 2.6058 -0.592 0.188 0.413 0.8096
O 3.5245 3.2579 1.4049 1.093 -0.645 0.379 -0.5708
C 3.2797 1.0198 2.7774 1.157 2.052 -0.465 -0.2208
H 6.2772 2.6851 1.5787 0.264 -0.445 -0.172 0.0433
H 5.6632 0.9296 1.7309 0.224 0.301 -0.675 0.0349
H 6.4505 1.6715 3.0664 -0.220 0.512 0.275 0.0441
H 3.5492 0.6409 3.7632 -0.341 -0.508 -0.319 0.0600
H 3.6898 0.5470 1.8850 -0.632 -0.849 0.409 0.0285
H 2.2689 1.4039 2.6398 -0.170 -0.752 0.259 0.0477
C 0.7249 -4.8801 -0.0662 -0.924 0.852 -0.713 -0.2484
S 0.2395 -6.1636 -1.3126 -0.323 -0.612 2.095 0.8307
O -0.6461 -7.0784 -0.4315 0.962 1.376 -1.895 -0.5946
C -0.8061 -5.1314 -2.3963 -0.601 -0.096 -0.076 -0.2801
H 1.0814 -3.9255 -0.4533 0.734 -0.360 -0.528 0.0246
H 1.3827 -5.2488 0.7209 -0.166 -0.296 -0.360 0.0596
H -0.2113 -4.5019 0.3442 -0.242 -0.620 0.450 0.0397
H -0.3036 -4.4351 -3.0677 0.668 0.316 0.732 0.0438
H -1.5608 -4.6527 -1.7722 0.036 0.165 -0.096 0.0528
H -1.3049 -5.7381 -3.1522 -0.139 -0.681 0.495 0.0400
```
Forces are in eV/Å.

Output
HOMO energy = -0.227 hartree
charge = -1

***

[3]
# C10H30F3O10V

A structure of composition C10H30F3O10V at a distorted geometry (the ωB97M-V functional and the def2-TZVPD basis, the Open Molecules 2025 dataset).

```
54
Properties=species:S:1:pos:R:3:forces:R:3:lowdin_charge:R:1
O 1.3804 -1.4407 0.0456 -0.563 1.394 -0.285 -0.3077
V 0.5197 -0.0917 -0.0332 -1.238 -2.073 -0.208 0.9241
O 0.2225 0.1492 -1.5784 0.120 0.010 0.798 -0.3002
C -2.6410 -0.7838 0.6807 -0.202 -0.603 -2.366 -0.4165
O -3.0855 0.0403 -0.3906 -0.136 0.722 0.546 -0.1100
O -1.3079 -0.9188 0.7004 2.349 0.692 0.555 -0.1888
C -3.2785 -0.2492 1.9584 0.093 -0.107 -0.253 -0.5545
F -3.1517 -1.1395 2.9559 0.247 0.127 0.136 0.1444
F -2.6902 0.9040 2.3484 -0.155 0.017 0.190 0.1311
F -4.5852 -0.0280 1.8088 -0.013 0.186 0.032 0.1651
C -3.0302 -0.6016 -1.6456 -0.147 -0.555 -0.487 -0.2671
C -3.2922 0.3934 -2.7596 0.310 0.485 0.876 -0.0520
H -2.4347 1.0555 -2.8966 0.184 -0.305 -0.332 0.0582
H -3.5349 -0.1563 -3.6639 -0.035 0.276 -0.183 0.0799
H -4.0800 1.0825 -2.4470 -0.395 -0.338 -0.248 0.0828
H -3.7952 -1.3905 -1.6912 -0.066 0.043 0.171 0.1238
H -2.0705 -1.1033 -1.7987 0.100 0.150 0.115 0.1124
H -3.0999 -1.7590 0.4348 -0.116 -0.166 0.742 0.1691
C 0.1911 3.2382 -3.4990 1.741 0.433 0.341 -0.1723
O -0.6131 3.2075 -4.6488 -0.654 -0.240 0.257 -0.0948
H -0.2977 3.4376 -2.5470 -0.779 0.037 -0.399 0.0557
H 0.7684 2.3218 -3.3293 -0.300 -0.226 -0.303 0.0621
H 0.9465 4.0308 -3.5811 -0.047 0.023 -0.010 0.0824
H -0.1854 3.6928 -5.3548 0.078 0.006 0.043 0.0750
C 0.3325 0.1937 3.4594 -0.335 1.130 0.602 -0.0995
O 1.0557 0.1299 2.2299 -0.018 0.238 0.223 -0.1714
H 0.2711 1.2353 3.8080 0.164 0.000 -0.087 0.0877
H -0.7047 -0.0975 3.3388 0.227 -0.531 -0.342 0.0636
H 0.8332 -0.3550 4.2547 -0.096 -0.367 -0.187 0.0939
H 1.9854 0.2265 2.4565 0.087 -0.191 -0.289 0.1058
C -0.1532 -3.2518 2.9517 -0.071 -0.219 0.297 -0.1734
O -0.3408 -3.6394 1.6092 -0.165 0.167 0.174 -0.1156
H -0.1806 -4.1299 3.6009 0.035 -0.126 -0.197 0.0772
H 0.8196 -2.7700 3.1112 -0.058 0.135 -0.068 0.0704
H -0.9626 -2.6000 3.2951 0.122 0.142 -0.010 0.0635
H -0.6457 -2.8354 1.1621 0.102 0.003 -0.251 0.0316
C -1.3155 2.4854 -0.2024 -0.993 0.198 -0.273 -0.1001
O -0.1057 2.0783 0.4412 0.465 -0.317 -0.197 -0.1584
H -2.1868 2.0186 0.2491 0.118 0.192 0.240 0.0739
H -1.4364 3.5693 -0.2470 0.273 0.036 0.278 0.0973
H -1.3242 2.1195 -1.2232 0.450 -0.148 0.049 0.0510
H -0.0487 2.4131 1.3404 -0.286 -0.047 0.041 0.1028
C 3.2078 0.7887 -1.4933 0.563 -1.068 0.081 -0.0921
O 2.4655 1.0794 -0.3018 -0.002 -0.274 0.131 -0.1734
H 4.2637 1.0068 -1.3235 -0.116 0.665 -0.239 0.0940
H 3.2416 -0.2914 -1.6409 -0.576 -0.008 0.133 0.0852
H 2.7520 1.2352 -2.3722 0.160 0.282 0.050 0.0799
H 2.7909 1.9137 0.0435 -0.390 0.106 0.104 0.1102
C 4.7410 -2.4658 0.6515 0.137 -0.049 -0.455 -0.1612
O 5.0577 -3.7548 0.1349 0.255 0.202 -0.003 -0.1187
H 5.1688 -2.4021 1.6496 -0.366 -0.155 0.168 0.0770
H 5.2249 -1.6550 0.0877 -0.032 -0.128 -0.171 0.0682
H 3.6601 -2.3242 0.6066 0.003 0.236 0.450 0.0559
H 4.6783 -3.8123 -0.7460 -0.034 -0.093 0.022 0.0725
```
Forces are in eV/Å.

Output
HOMO energy = -0.345 hartree
charge = 0

***

[4]
# C10H30F4HfO5S5

A structure of composition C10H30F4HfO5S5 at a distorted geometry (the ωB97M-V functional and the def2-TZVPD basis, the Open Molecules 2025 dataset).

```
55
Properties=species:S:1:pos:R:3:forces:R:3:lowdin_charge:R:1
Hf 0.1092 -10.9564 11.5902 -0.469 0.422 -0.082 1.6337
F -1.8076 -11.6611 11.6458 0.863 -0.101 0.649 -0.4768
F -0.2936 -9.1397 12.2225 0.326 -0.629 0.097 -0.4658
F 2.1526 -10.8453 11.4250 -1.249 0.085 -0.061 -0.4857
F -0.4744 -10.5341 9.7370 0.631 -0.055 0.041 -0.4625
C -4.4078 -9.4333 14.5155 0.338 0.319 0.943 -0.2540
S -3.3529 -9.8332 15.9319 0.568 -2.085 -0.642 0.8661
O -2.6483 -11.1504 15.5230 -0.783 1.773 0.592 -0.6343
C -2.1404 -8.4960 16.0020 -0.024 -0.899 -0.106 -0.2459
H -5.2878 -10.0730 14.6507 0.142 0.326 -0.138 0.0569
H -3.9051 -9.6047 13.5816 0.362 -0.257 -0.142 0.0103
H -4.6244 -8.3657 14.5640 -0.378 -0.107 0.003 0.0538
H -2.7375 -7.6276 16.2008 -0.096 0.671 0.141 0.0390
H -1.5242 -8.3864 15.1168 -0.071 -0.077 -0.268 0.0579
H -1.5223 -8.7537 16.8679 -0.105 0.166 -0.144 0.0525
C -4.2506 -10.5327 10.7032 -0.111 0.113 0.457 -0.2607
S -4.8940 -8.8331 10.9253 -1.723 -1.739 -1.039 0.7816
O -4.0591 -8.2069 11.9376 1.255 1.208 0.845 -0.5525
C -4.4984 -8.1465 9.2951 0.748 -0.712 1.255 -0.2502
H -3.1569 -10.5543 10.5145 -0.828 0.049 -0.388 0.0364
H -4.9318 -11.0834 10.0338 0.584 0.307 -0.217 0.0525
H -4.3711 -11.0354 11.6773 0.004 0.427 -0.175 0.0385
H -3.4081 -8.0543 9.3644 -0.073 -0.257 -0.739 0.0596
H -4.9058 -7.1531 9.3109 -0.448 0.334 -0.356 0.0338
H -4.9247 -8.8446 8.5628 0.375 0.527 -0.061 0.0564
C 3.1672 -10.0956 14.0970 1.093 0.456 -1.116 -0.2636
S 4.3260 -10.9633 15.1965 0.253 0.831 -0.653 0.8213
O 3.5483 -11.6952 16.2042 -0.726 -0.650 0.962 -0.5628
C 4.7613 -12.1221 13.9231 0.233 0.428 -1.558 -0.2790
H 3.6936 -9.9687 13.1128 -0.602 0.028 0.935 0.0592
H 2.9522 -9.1206 14.4855 0.058 0.567 0.443 0.0410
H 2.2204 -10.5741 13.9005 0.070 -0.690 0.282 0.0062
H 3.7972 -12.4328 13.5375 -0.087 -1.052 0.146 0.0425
H 5.5461 -12.8734 14.0884 -0.685 0.175 0.508 0.0650
H 5.0891 -11.5045 13.0787 0.418 0.005 0.209 0.0482
C 1.1482 -12.6809 8.2933 -0.327 1.944 -1.235 -0.2806
S 0.4331 -13.7336 9.5135 -1.047 0.303 1.146 0.9469
O 0.5193 -12.9471 10.8322 0.026 -1.131 -0.975 -0.6771
C -1.3446 -13.6666 9.0075 0.120 -0.446 -0.762 -0.2230
H 0.4125 -11.8930 7.9427 0.540 -1.210 0.216 0.0673
H 1.5547 -13.2857 7.4572 -0.208 0.420 0.563 0.0658
H 1.8996 -12.0131 8.7590 0.041 -0.948 0.047 0.0688
H -1.5490 -12.6690 8.5727 0.053 -0.658 0.235 0.0545
H -1.9900 -13.8399 9.8666 0.381 0.229 0.348 0.0480
H -1.5696 -14.5320 8.3178 0.553 1.085 0.364 0.0701
C -1.6002 -13.5694 14.2915 0.295 -0.583 -0.709 -0.2667
S -0.2435 -12.5136 14.7880 0.847 -0.157 0.843 0.9474
O 0.4767 -11.9707 13.5413 -0.637 0.295 -0.708 -0.6846
C 1.0660 -13.7832 15.2546 -1.930 1.942 -1.546 -0.1519
H -2.0026 -13.9713 15.2594 0.415 0.066 -1.044 0.0801
H -1.1620 -14.2986 13.5493 -0.659 0.314 1.033 0.0778
H -2.3820 -12.9884 13.7746 0.518 0.046 0.419 0.0392
H 0.6563 -14.4797 15.9170 -0.645 -1.360 0.769 0.0335
H 1.7477 -13.1567 15.7744 1.218 0.346 0.059 0.0055
H 1.3115 -14.1127 14.2489 0.582 -0.404 0.315 0.0599
```
Forces are in eV/Å.

Output
HOMO energy = -0.310 hartree
charge = 0

***

- What is the charge in the second record?
  -1